# 1
# H12O6

A cluster of 6 separate species, H12O6 in total at a distorted geometry (ωB97M-V/def2-TZVPD, the Open Molecules 2025 dataset).

```
18
Properties=species:S:1:pos:R:3:forces:R:3:lowdin_charge:R:1
O 0.366202 -0.481816 1.695157 -0.46 0.14 1.36 -0.084
O -1.123975 -1.241695 -1.574749 1.16 0.07 0.16 -0.074
O 1.539869 1.593634 0.488984 1.27 -0.01 -0.83 -0.044
O 1.257998 -2.091869 -0.538914 0.03 0.70 -0.47 -0.026
O -0.547069 1.954136 -0.965906 0.55 -0.70 -0.32 -0.053
O -1.924236 0.218147 0.479929 0.33 0.67 -0.39 -0.126
H -1.536435 1.071607 0.119647 -0.66 -1.31 0.17 0.017
H 0.244625 1.957682 -0.381412 0.41 -0.47 -0.23 -0.005
H 1.119832 -1.830872 0.369279 -0.12 0.25 0.84 0.015
H 0.092873 -0.557154 2.627957 0.75 -0.34 -0.20 0.084
H -0.489627 -0.104288 1.378375 -0.48 -0.28 -1.10 0.015
H -0.925889 -0.430225 -2.065521 -0.11 -0.15 -0.05 0.052
H 1.611833 -2.969273 -0.525165 0.22 -0.77 -0.05 0.055
H -0.240892 -1.463082 -1.146971 -1.13 -0.11 -0.76 0.027
H -0.932553 2.760504 -0.705033 -1.12 1.83 -0.04 0.034
H 1.264533 0.974376 1.168888 -0.30 -0.54 0.60 0.008
H -1.852131 -0.382254 -0.322832 -0.01 0.43 0.94 0.019
H 2.075036 1.022435 -0.101715 -0.33 0.60 0.38 0.089
```
Positions in Å, forces in eV/Å.

lowest unoccupied orbital energy: 0.44 eV
net charge: 0
highest occupied orbital energy: -10.66 eV
HOMO-LUMO gap: 11.104 eV
F_max: 2.1 eV/Å
ΔE to the lowest compared entry with this formula, charge and spin: 13.2 kcal per mole

---

# 2
# C5H16O2

A cluster of 3 separate species, C5H16O2 in total at a distorted geometry (ωB97M-V/def2-TZVPD, the Open Molecules 2025 dataset).

```
23
Properties=species:S:1:pos:R:3:forces:R:3:lowdin_charge:R:1
O 2.797066 5.365241 0.041560 -1.27 -0.23 -0.55 -0.060
O -0.835192 -6.695692 -0.215496 0.08 0.57 0.19 -0.067
C -2.794739 -0.065901 0.771835 0.51 0.23 -0.36 -0.106
C -1.255736 0.029677 0.800894 0.26 -0.06 -0.53 -0.249
C 1.911202 0.498959 -0.418805 0.03 -0.29 1.07 -0.113
C -0.657076 0.523377 -0.543874 -0.40 -0.84 0.18 -0.229
C 0.644554 -0.188533 -0.921674 0.04 1.34 -0.32 -0.266
H -3.227281 0.296243 1.691196 -0.29 0.15 0.21 0.058
H 2.664475 6.136946 0.601494 0.86 -0.32 0.01 0.035
H -3.194967 -1.064580 0.580932 0.33 -0.06 0.08 0.069
H 1.847659 1.586587 -0.430902 0.13 0.04 -0.62 0.067
H -0.015564 -6.882285 0.253954 -0.01 -0.14 -0.04 0.030
H -0.962174 -5.745630 -0.058008 -0.07 -0.43 -0.15 0.037
H 2.793586 0.101866 -0.913600 0.11 0.33 -0.29 0.064
H -0.550832 1.601169 -0.572708 0.21 0.33 0.24 0.106
H 3.672143 4.988230 0.013915 0.41 0.53 0.54 0.025
H 0.600171 -1.178757 -0.517361 0.04 -0.81 -0.08 0.086
H -0.822874 -0.948067 1.029997 -0.03 0.03 0.02 0.094
H -0.885193 0.704071 1.564226 -0.24 0.08 0.43 0.097
H 0.690310 -0.227190 -2.011089 0.08 -0.23 -0.02 0.101
H -3.120251 0.540594 -0.071899 -0.40 0.23 0.20 0.061
H -1.394253 0.330796 -1.317348 -0.15 -0.27 -0.24 0.092
H 2.094967 0.292881 0.642762 -0.22 -0.18 0.02 0.069
```
Positions in Å, forces in eV/Å.

lowest unoccupied orbital energy: 0.68 eV
net charge: 0
highest occupied orbital energy: -10.80 eV
HOMO-LUMO gap: 11.475 eV
F_max: 1.4 eV/Å
ΔE to the lowest compared entry with this formula, charge and spin: 18.9 kcal per mole

---

# 3
# C28H26N5O2PtSi

A structure of composition C28H26N5O2PtSi (ωB97M-V/def2-TZVPD, the Open Molecules 2025 dataset).

```
63
Properties=species:S:1:pos:R:3:forces:R:3:lowdin_charge:R:1
Pt -0.365343 -0.851395 0.045291 -0.38 0.15 0.13 1.170
Si 1.849760 2.317573 2.821063 -0.06 -0.08 0.20 0.404
O 1.747588 0.188185 -1.868637 0.12 0.02 -0.04 0.049
O -0.354033 3.600946 0.364252 0.10 0.00 0.13 0.050
N -1.184034 -2.604807 -0.529941 0.03 0.03 -0.19 -0.094
N 0.789262 -2.137311 1.155069 -0.09 -0.09 -0.03 -0.055
N 0.260041 3.906930 -1.791630 0.05 -0.04 0.00 -0.049
N -1.888139 -0.140130 -1.068120 0.32 0.00 -0.41 -0.119
N 0.706043 1.860012 -0.708477 -0.05 0.16 -0.16 0.065
C 0.347815 -3.436631 1.045044 -0.04 0.08 -0.05 -0.132
C 0.757377 3.396278 -2.961286 -0.06 0.13 0.04 -0.070
C 1.743787 -1.842588 2.005548 0.14 0.08 -0.05 -0.109
C -3.089275 1.510084 -2.325191 -0.10 -0.02 -0.13 -0.126
C 1.259251 1.295889 -1.873776 0.11 0.19 -0.13 -0.448
C 0.794420 2.701762 4.316001 -0.09 0.04 0.07 -0.192
C 0.174055 3.140942 -0.627830 -0.05 -0.09 -0.12 -0.459
C 1.237912 2.158679 -3.050891 0.01 -0.23 0.04 0.018
C 2.331111 -2.811378 2.837586 0.04 0.09 -0.02 -0.052
C 0.551792 0.953836 0.431727 -0.34 -0.42 0.45 -0.382
C 0.933811 1.332619 1.617523 0.20 0.07 -0.28 -0.079
C -2.014531 -2.472010 -1.651459 0.08 -0.09 0.27 -0.213
C -0.253277 5.266092 -1.770796 -0.03 -0.02 -0.02 -0.026
C 2.497128 3.939811 2.141959 0.01 0.08 -0.17 -0.185
C -3.165652 -0.811829 -3.050535 -0.09 0.15 -0.03 -0.192
C -3.224305 -3.164813 -3.623086 0.02 0.02 0.05 -0.128
C 1.915279 -4.105061 2.748512 -0.01 -0.07 -0.01 -0.024
C 3.334240 1.328620 3.419426 0.05 -0.08 0.03 -0.200
C -2.364364 -1.132682 -1.935711 -0.01 0.18 0.24 -0.172
C 0.903613 -4.464598 1.827781 0.02 -0.02 0.02 -0.173
C -3.501315 0.557869 -3.271440 0.05 -0.03 0.04 -0.079
C -2.443101 -3.482385 -2.511020 -0.03 -0.03 -0.07 -0.056
C -3.591134 -1.861803 -3.888323 0.03 -0.04 -0.01 -0.081
C 0.424627 -5.788500 1.687882 0.03 0.02 0.05 -0.086
C -0.596047 -6.028075 0.805926 -0.06 0.06 -0.08 -0.109
C -0.726299 -3.695613 0.101999 -0.05 0.03 0.03 -0.229
C -1.175286 -5.018454 0.023488 0.08 -0.04 0.06 -0.031
C -2.311742 1.146822 -1.259255 0.02 -0.18 0.10 -0.178
H 1.616283 1.755394 -3.975823 0.02 -0.01 0.01 0.110
H -3.391363 2.547345 -2.412883 -0.02 0.00 0.01 0.084
H -0.608871 5.477455 -0.768425 0.01 -0.01 0.00 0.083
H 3.877847 0.884655 2.582011 0.02 0.03 0.00 0.028
H 0.536179 5.971940 -2.034819 0.00 0.00 0.00 0.089
H 3.102655 -2.510383 3.533581 0.01 0.01 -0.01 0.099
H -2.045646 1.850348 -0.485064 0.10 0.05 0.02 0.087
H -4.096624 0.830681 -4.132789 -0.02 0.01 0.00 0.081
H 0.853186 -6.579998 2.289103 0.01 0.01 0.01 0.094
H 1.677251 4.532290 1.731709 0.01 0.00 0.03 0.016
H -3.539787 -3.960176 -4.288341 0.00 -0.01 -0.01 0.086
H 2.983196 4.508868 2.939239 0.02 0.02 -0.01 0.024
H 0.730067 4.073332 -3.806015 -0.01 0.00 0.02 0.125
H -2.135228 -4.503342 -2.360260 0.01 -0.03 0.00 0.073
H 0.407368 1.781459 4.758173 0.00 0.01 0.01 0.026
H 2.054008 -0.805927 2.022228 -0.04 -0.01 0.04 0.071
H -1.081495 5.371248 -2.473671 0.00 -0.01 0.00 0.091
H 2.347763 -4.873234 3.379708 0.00 -0.01 -0.01 0.111
H 3.025798 0.518619 4.086018 -0.01 0.00 -0.02 0.020
H 4.025126 1.969994 3.973463 0.01 -0.01 0.00 0.023
H 1.378343 3.229544 5.075447 -0.02 0.00 0.01 0.023
H -4.195692 -1.625240 -4.756558 -0.01 0.01 0.00 0.093
H -0.985016 -7.036012 0.712907 -0.02 0.00 -0.02 0.096
H 3.226897 3.772188 1.345632 0.00 0.01 0.01 0.029
H -2.014121 -5.259588 -0.606045 -0.02 -0.04 -0.01 0.079
H -0.059160 3.325650 4.042801 0.01 -0.01 -0.01 0.029
```
Positions in Å, forces in eV/Å.

lowest unoccupied orbital energy (spin up / spin down): 2.68 / 2.67 eV
net charge: -1
highest occupied orbital energy (spin up / spin down): -1.80 / -3.50 eV
HOMO-LUMO gap (spin up / spin down): 4.477 / 6.169 eV
F_max: 0.7 eV/Å
spin multiplicity: 3